Record 1
# C15H20N4O3S2

A single C15H20N4O3S2 molecule at a distorted geometry (wB97M-V/def2-TZVPD, the OMol25 dataset).

Results
energy relative to the best compared isomer or geometry (same formula, charge and spin)	73.1	kcal/mol
orbital gap	8.99	eV
HOMO level	-9.10	eV
max |F|	1.9	eV/Å
SMILES string	CCN(c1ccccc1)S(=O)(=O)c1nnc(NC(=O)CC(C)C)s1
LUMO energy	-0.1	eV

CARTESIAN COORDINATES (ANGSTROEM)
C1 2.84 1.56 3.90
C2 2.02 0.39 3.38
N1 2.02 0.33 1.93
S1 3.36 -0.41 1.24
O1 4.46 0.47 1.02
O2 3.58 -1.61 1.98
C3 2.61 -0.85 -0.33
N2 3.08 -0.67 -1.50
N3 2.26 -1.02 -2.47
C4 1.11 -1.46 -2.06
N4 0.15 -1.85 -2.93
C5 -1.23 -2.02 -2.80
O3 -1.85 -2.35 -3.77
C6 -1.80 -1.75 -1.44
H1 -1.38 -0.83 -1.03
H2 -1.50 -2.57 -0.78
C7 -3.33 -1.65 -1.46
C8 -3.87 -1.70 -0.03
H3 -4.95 -1.62 -0.03
H4 -3.60 -2.63 0.46
H5 -3.46 -0.87 0.56
C9 -3.76 -0.36 -2.15
H6 -3.41 -0.34 -3.18
H7 -4.85 -0.28 -2.16
H8 -3.36 0.51 -1.63
H9 -3.73 -2.50 -2.02
H10 0.48 -1.93 -3.89
S2 1.00 -1.52 -0.30
C10 1.29 1.25 1.16
C11 1.91 1.95 0.12
C12 1.15 2.75 -0.72
C13 -0.22 2.86 -0.53
C14 -0.83 2.18 0.51
C15 -0.08 1.37 1.35
H11 -0.56 0.82 2.14
H12 -1.89 2.27 0.67
H13 -0.81 3.48 -1.19
H14 1.63 3.29 -1.52
H15 2.97 1.88 -0.01
H16 2.44 -0.56 3.72
H17 0.98 0.46 3.73
H18 2.86 1.55 4.99
H19 3.86 1.49 3.52
H20 2.41 2.50 3.56


Record 2
# C15H20N6O5

A single C15H20N6O5 molecule at a distorted geometry (wB97M-V/def2-TZVPD, the OMol25 dataset).

Results
energy relative to the best compared isomer or geometry (same formula, charge and spin)	69.0	kcal/mol
orbital gap	8.11	eV
HOMO level	-8.64	eV
max |F|	8.9	eV/Å
LUMO energy	-0.5	eV

CARTESIAN COORDINATES (ANGSTROEM)
N1 0.90 -3.81 2.98
N2 -5.65 -2.71 1.24
O1 3.88 -0.16 3.14
O2 -4.26 0.78 -1.57
O3 3.12 0.66 -2.35
O4 0.73 0.29 1.62
N3 1.55 -2.78 3.17
N4 -5.34 -1.98 0.31
O5 5.01 -0.18 -1.46
C1 3.33 -1.18 2.73
C2 -4.28 0.03 -0.59
C3 3.68 0.08 -1.43
C4 0.44 0.35 0.43
C5 2.18 -1.65 3.43
C6 -5.05 -1.22 -0.70
C7 -1.26 4.04 -1.76
C8 -1.60 2.81 -2.31
N5 1.38 0.00 -0.49
N6 -1.29 0.66 -1.45
C9 -0.68 1.64 -2.34
C10 3.93 -1.87 1.49
C11 -3.53 0.42 0.68
C12 2.98 -1.72 0.30
C13 -2.05 -0.14 0.79
C14 2.83 -0.27 -0.20
C15 -1.02 0.70 -0.01
H1 5.37 0.22 -2.28
H2 1.64 -0.94 4.04
H3 -5.52 -1.45 -1.65
H4 -1.96 4.88 -1.83
H5 -0.26 4.25 -1.34
H6 -2.54 2.66 -2.82
H7 1.08 0.14 -1.44
H8 -2.31 0.69 -1.60
H9 -0.57 1.28 -3.37
H10 0.36 1.90 -2.03
H11 4.90 -1.42 1.31
H12 4.10 -2.91 1.74
H13 -3.56 1.51 0.78
H14 -4.13 -0.02 1.48
H15 2.01 -2.16 0.59
H16 3.36 -2.32 -0.55
H17 -2.05 -1.19 0.50
H18 -1.78 -0.05 1.89
H19 3.07 0.40 0.66
H20 -1.14 1.75 0.29


Record 3
# C15H20O15

5 unconnected molecules or ions with the total composition C15H20O15 at a distorted geometry (wB97M-V/def2-TZVPD, the OMol25 dataset).

Results
energy relative to the best compared isomer or geometry (same formula, charge and spin)	11.8	kcal/mol
orbital gap	11.33	eV
HOMO level	-10.81	eV
max |F|	3.4	eV/Å
SMILES string	O=C1OCCO1.O=C1OCCO1.O=C1OCCO1.O=C1OCCO1.O=C1OCCO1
LUMO energy	0.5	eV

CARTESIAN COORDINATES (ANGSTROEM)
C1 4.34 -1.94 -0.77
C2 4.59 -1.70 -2.25
O1 4.51 -0.30 -2.37
C3 4.07 0.26 -1.21
O2 3.86 1.44 -1.21
O3 3.86 -0.65 -0.32
H1 5.32 -2.26 -0.33
H2 3.52 -2.67 -0.66
H3 3.81 -2.16 -2.92
H4 5.55 -2.13 -2.55
C4 -5.74 -0.91 -0.14
C5 -5.31 -2.31 0.15
O4 -4.62 -2.20 1.41
C6 -4.75 -0.98 1.92
O5 -4.47 -0.68 3.07
O6 -5.33 -0.15 1.04
H5 -6.83 -0.84 -0.13
H6 -5.36 -0.51 -1.07
H7 -4.74 -2.75 -0.64
H8 -6.15 -3.04 0.23
C7 3.90 4.10 0.47
C8 3.38 3.17 1.61
O7 2.05 2.97 1.24
C9 1.68 3.63 0.16
O8 0.64 3.60 -0.42
O9 2.71 4.48 -0.26
H9 4.62 3.55 -0.22
H10 4.36 5.02 0.83
H11 3.41 3.53 2.67
H12 3.96 2.21 1.55
C10 -1.97 1.59 -1.43
C11 -0.82 0.72 -1.98
O10 -1.48 -0.30 -2.63
C12 -2.74 -0.49 -2.10
O11 -3.51 -1.32 -2.40
O12 -2.96 0.54 -1.21
H13 -2.39 2.35 -2.13
H14 -1.70 2.04 -0.52
H15 -0.11 0.31 -1.26
H16 -0.14 1.24 -2.68
C13 -0.91 -0.87 2.12
C14 -0.35 -2.12 2.90
O13 0.50 -2.75 1.84
C15 0.55 -2.01 0.73
O14 1.26 -2.26 -0.23
O15 -0.28 -0.91 0.80
H17 -0.76 0.10 2.52
H18 -2.00 -0.91 1.94
H19 -1.22 -2.82 3.04
H20 0.18 -1.91 3.80


Record 4
# C15H21FNO5

2 unconnected molecules or ions with the total composition C15H21FNO5 at a distorted geometry (wB97M-V/def2-TZVPD, the OMol25 dataset).

Results
orbital gap	6.27	eV
HOMO level	-11.10	eV
max |F|	6.6	eV/Å
net charge	+1
LUMO energy	-4.8	eV

CARTESIAN COORDINATES (ANGSTROEM)
C1 -0.03 2.85 0.87
C2 -0.13 2.25 -0.67
O1 -1.25 1.31 -0.84
C3 -0.79 -0.10 -0.81
C4 -0.96 -0.65 0.74
C5 0.38 -1.33 1.43
C6 0.19 -1.93 2.96
F1 1.36 -2.59 3.59
N1 -1.14 -1.84 3.70
C7 -2.40 -1.21 3.09
C8 -2.42 -0.58 1.55
C9 -3.77 0.06 0.87
C10 -3.85 1.78 1.33
C11 -4.91 2.11 2.66
O2 -5.22 2.48 1.08
H1 0.96 3.52 0.93
H2 0.02 1.96 1.65
H3 -0.92 3.60 1.13
H4 -0.36 3.16 -1.41
H5 0.92 1.85 -0.98
H6 0.31 -0.24 -1.18
H7 -1.48 -0.81 -1.48
H8 1.44 -1.43 0.92
H9 -1.18 -2.23 4.67
H10 -3.39 -1.21 3.73
H11 -3.70 0.07 -0.32
H12 -4.78 -0.41 1.26
H13 -2.78 2.44 1.25
H14 -5.60 3.01 2.82
H15 -3.98 2.69 3.13
C12 5.32 -2.03 -3.28
C13 3.89 -1.93 -2.79
C14 3.01 -1.10 -3.68
O3 2.02 -0.64 -2.78
C15 2.61 -0.59 -1.55
O4 2.13 -0.05 -0.57
O5 3.82 -1.23 -1.56
H16 5.94 -2.54 -2.53
H17 5.38 -2.59 -4.22
H18 5.76 -1.04 -3.42
H19 3.47 -2.93 -2.64
H20 2.56 -1.68 -4.49
H21 3.53 -0.23 -4.11


Record 5
# C15H21FeN2

A molecular structure, C15H21FeN2 at a distorted geometry (wB97M-V/def2-TZVPD, the OMol25 dataset).

Results
energy relative to the best compared isomer or geometry (same formula, charge and spin)	0.0	kcal/mol
orbital gap (spin up / spin down)	1.69 / 8.44	eV
HOMO level (spin up / spin down)	1.07 / -5.79	eV
max |F|	3.1	eV/Å
⟨S²⟩	6.038
net charge	-1
LUMO energy (spin up / spin down)	2.8 / 2.6	eV
multiplicity	5

CARTESIAN COORDINATES (ANGSTROEM)
C1 -3.69 -3.17 -0.35
N1 -3.16 -1.81 -0.47
C2 -4.15 -0.77 -0.81
N2 -2.05 -1.66 0.21
C3 -1.14 -0.52 -0.14
H1 -4.52 -3.23 -1.04
H2 -2.90 -3.88 -0.61
H3 -4.04 -3.30 0.69
H4 -4.99 -1.30 -1.27
H5 -4.56 -0.28 0.08
H6 -3.81 -0.02 -1.53
H7 -0.88 -0.12 0.85
H8 -1.75 0.28 -0.59
C4 1.09 -1.91 -0.76
C5 0.05 -0.75 -1.03
C6 0.81 0.61 -1.09
C7 0.19 1.85 -0.66
C8 1.17 2.90 -0.73
C9 2.43 2.31 -1.18
C10 2.22 0.89 -1.39
Fe1 1.80 1.41 0.45
C11 3.36 1.14 1.65
C12 2.50 -0.03 1.64
C13 1.17 0.40 2.04
C14 1.20 1.83 2.28
C15 2.56 2.29 2.04
H9 0.81 -2.54 0.09
H10 1.15 -2.55 -1.66
H11 2.16 -1.58 -0.69
H12 -0.35 -0.96 -2.08
H13 -0.85 1.94 -0.41
H14 0.92 3.94 -0.51
H15 3.32 2.90 -1.39
H16 2.96 0.17 -1.74
H17 4.45 1.13 1.49
H18 2.84 -1.06 1.49
H19 0.35 -0.28 2.27
H20 0.38 2.44 2.67
H21 2.95 3.30 2.22


Record 6
# C15H21NO4

A molecular structure, C15H21NO4 at a distorted geometry (wB97M-V/def2-TZVPD, the OMol25 dataset).

Results
energy relative to the best compared isomer or geometry (same formula, charge and spin)	372.3	kcal/mol
orbital gap	9.14	eV
HOMO level	-8.81	eV
max |F|	19.1	eV/Å
LUMO energy	0.3	eV

CARTESIAN COORDINATES (ANGSTROEM)
C1 0.55 2.96 -1.95
C2 1.17 2.81 -0.61
C3 1.78 1.52 -0.41
C4 2.20 1.25 1.03
O1 2.36 -0.22 1.33
C5 3.40 -0.82 1.01
C6 3.08 -1.70 -0.12
H1 4.08 -2.00 -0.75
H2 2.72 -0.93 -1.18
C7 2.20 -2.75 -0.01
N1 0.82 -2.00 0.41
C8 -0.22 -1.90 -0.60
O2 -0.05 -2.60 -1.76
C9 -1.31 -1.19 0.06
C10 -1.29 -0.39 0.95
C11 -2.49 0.26 1.63
C12 -3.57 -0.13 0.90
C13 -3.69 -0.93 -0.14
C14 -2.43 -1.42 -0.72
H3 -2.58 -2.17 -1.37
O3 -4.98 -0.95 -0.78
C15 -5.81 0.03 0.27
O4 -4.85 0.65 1.12
H4 -6.21 0.76 -0.35
H5 -6.49 -0.46 0.39
H6 -2.31 1.02 2.31
H7 -0.34 -0.34 1.57
H8 0.89 -1.54 1.24
H9 1.93 -3.33 -0.80
H10 2.58 -3.39 0.86
H11 4.27 0.10 0.68
H12 3.77 -1.41 1.63
H13 3.10 1.90 1.19
H14 1.38 1.56 1.73
H15 0.82 0.61 -0.56
H16 2.47 1.48 -1.05
H17 0.22 2.98 -0.08
H18 1.77 3.60 -0.15
H19 -0.28 2.25 -2.23
H20 1.19 2.97 -2.66
H21 0.14 3.87 -2.03